78
Properties=species:S:1:pos:R:3 method="wB97M-V/def2-TZVPD" homo_lumo_gap_ev="6.2 / 6.2" lumo_ev="-3.76 / -4.96" energy_ev=-98928.4976 homo_energy_ev="-9.96 / -11.13" fmax_ev_per_a=0.24 s2=6.06 charge=+1 spin_multiplicity=5
Ru -0.148 0.722 -0.088
C -2.930 -1.522 -4.485
S -1.693 -0.216 -4.434
C -1.351 -0.128 -2.742
S -0.345 1.239 -2.297
N -1.851 -0.993 -1.915
N -1.484 -0.720 -0.620
C -1.909 -1.498 0.322
C -1.513 -1.155 1.677
C -1.938 -1.867 2.788
C -1.505 -1.469 4.042
C -0.661 -0.375 4.153
C -0.276 0.294 3.005
N -0.692 -0.080 1.793
H -3.185 -1.641 -5.535
H -3.812 -1.236 -3.918
H -2.519 -2.450 -4.097
H -2.531 -2.357 0.096
H -2.596 -2.715 2.662
H -1.823 -2.008 4.924
H -0.296 -0.040 5.112
H 0.392 1.145 3.036
C 5.450 1.371 1.644
Si 4.863 0.185 0.328
C 5.616 0.576 -1.331
C 5.161 -1.588 0.821
C 3.021 0.411 0.171
C 1.808 0.558 0.050
H 6.530 1.286 1.779
H 4.974 1.164 2.604
H 5.227 2.402 1.369
H 6.701 0.454 -1.289
H 5.407 1.605 -1.627
H 5.233 -0.085 -2.108
H 6.230 -1.778 0.935
H 4.777 -2.276 0.067
H 4.677 -1.820 1.771
C -4.172 2.482 -2.268
Si -4.254 2.956 -0.457
C -4.033 1.420 0.593
C -5.857 3.852 -0.083
Si -2.511 4.432 0.111
Te -0.295 3.311 0.566
Si -2.885 5.569 2.148
C -1.279 6.256 2.822
C -4.098 6.952 1.796
C -3.607 4.337 3.367
Si -1.904 5.913 -1.638
C -0.720 7.208 -0.990
C -1.112 4.922 -3.017
C -3.506 6.704 -2.209
H -4.961 1.765 -2.508
H -3.212 2.023 -2.512
H -4.303 3.346 -2.921
H -4.856 0.711 0.486
H -3.905 1.659 1.650
H -3.117 0.945 0.225
H -6.709 3.227 -0.360
H -5.934 4.784 -0.646
H -5.950 4.091 0.978
H -0.776 6.904 2.105
H -0.585 5.462 3.101
H -1.485 6.846 3.718
H -3.666 7.697 1.124
H -4.368 7.461 2.724
H -5.017 6.581 1.341
H -2.917 3.508 3.539
H -4.552 3.920 3.013
H -3.796 4.819 4.329
H 0.171 6.755 -0.553
H -1.191 7.833 -0.229
H -0.395 7.862 -1.802
H -0.154 4.504 -2.700
H -0.923 5.558 -3.885
H -1.746 4.093 -3.337
H -4.008 7.233 -1.397
H -4.200 5.964 -2.610
H -3.301 7.428 -3.000

=====

79
Properties=species:S:1:pos:R:3 method="wB97M-V/def2-TZVPD" homo_lumo_gap_ev=8.4 lumo_ev=-2.78 energy_ev=-55376.3929 homo_energy_ev=-11.22 fmax_ev_per_a=0.16 charge=+1 spin_multiplicity=1
Zr 0.040 -0.606 0.099
C 1.701 2.546 0.354
O 1.848 1.123 0.453
C 3.123 0.748 0.997
C 2.866 -0.444 1.871
O 2.129 -1.374 1.072
C 2.821 -2.647 0.978
H 2.364 2.941 -0.418
H 1.937 3.012 1.312
H 0.665 2.733 0.106
H 3.540 1.575 1.575
H 3.809 0.510 0.179
H 2.266 -0.177 2.741
H 3.798 -0.892 2.214
H 3.837 -2.461 0.624
H 2.282 -3.272 0.283
H 2.832 -3.117 1.959
O 0.362 -4.127 1.503
S -0.498 -3.293 0.729
O -1.772 -3.828 0.343
O -0.722 -1.924 1.452
O 0.226 -2.693 -0.497
C 0.602 0.363 4.784
C -0.566 0.353 3.838
C -1.791 -0.136 4.228
C -2.885 -0.158 3.349
C -4.191 -0.750 3.794
C -2.724 0.309 2.061
C -1.490 0.819 1.618
C -0.432 0.850 2.531
N -1.199 1.118 0.253
C -2.022 2.185 -0.398
C -3.480 1.832 -0.751
C -1.346 2.576 -1.712
C -2.070 3.402 0.533
H 0.275 0.501 5.813
H 1.302 1.166 4.544
H 1.139 -0.588 4.743
H -1.920 -0.514 5.236
H -4.158 -1.838 3.705
H -5.021 -0.388 3.187
H -4.396 -0.513 4.837
H -3.561 0.228 1.383
H 0.490 1.332 2.238
H -3.577 1.073 -1.531
H -3.946 2.730 -1.158
H -4.072 1.538 0.109
H -1.235 1.711 -2.373
H -0.365 3.021 -1.556
H -1.956 3.308 -2.241
H -2.640 3.180 1.435
H -2.546 4.243 0.028
H -1.070 3.710 0.839
C 2.394 -1.457 -2.102
C 3.163 -1.275 -3.431
N 2.338 -0.564 -4.404
C 1.028 -1.204 -4.450
C 0.274 -0.970 -3.124
N 1.228 -0.518 -2.060
C 1.755 0.822 -2.457
C 2.160 0.809 -3.947
H 3.033 -1.243 -1.248
H 1.999 -2.464 -1.991
H 3.445 -2.246 -3.837
H 4.081 -0.703 -3.283
H 1.172 -2.270 -4.629
H 0.457 -0.802 -5.288
H -0.226 -1.870 -2.785
H -0.484 -0.191 -3.232
H 2.620 1.022 -1.827
H 1.004 1.580 -2.250
H 3.090 1.364 -4.083
H 1.401 1.283 -4.570
N -2.295 -2.196 -1.969
N -2.023 -1.126 -1.042
H -3.302 -2.259 -2.088
H -2.011 -3.050 -1.495
H -2.617 -1.205 -0.213
H -2.286 -0.261 -1.496